(1)
{"formula": "C12H20O3S", "method": "ωB97M-V/def2-TZVPD", "symbols": ["C", "C", "O", "C", "S", "O", "C", "C", "C", "C", "C", "C", "C", "C", "H", "H", "H", "H", "H", "H", "H", "H", "H", "H", "H", "H", "H", "H", "H", "H", "H", "C", "O", "H", "H", "H"], "positions_angstrom": [[-3.10864, -2.04214, 0.24022], [-2.51807, -0.65042, 0.03729], [-2.27261, -0.04391, 1.32305], [-1.24366, 0.89314, 1.34038], [-0.05739, 0.39636, 2.65176], [-0.50917, -1.10820, 2.98996], [1.49819, 0.18908, 1.77647], [1.36174, -0.17018, 0.32968], [1.09508, -1.47747, -0.07416], [0.96499, -1.75541, -1.43025], [1.08101, -0.74532, -2.38631], [0.93483, -1.06344, -3.84797], [1.34105, 0.56041, -1.95470], [1.47316, 0.85451, -0.60781], [-2.47656, -2.80646, -0.20778], [-4.11002, -2.12541, -0.17125], [-3.16639, -2.25424, 1.30833], [-1.58589, -0.71060, -0.52357], [-3.21506, -0.01549, -0.50940], [-1.58180, 1.87990, 1.65079], [-0.72524, 0.98014, 0.38913], [-1.08599, -1.43976, 2.27432], [2.01721, 1.12745, 1.95577], [2.03426, -0.60398, 2.30224], [1.02449, -2.27109, 0.66179], [0.76034, -2.77182, -1.74337], [0.87078, -2.13752, -4.00802], [1.76920, -0.66551, -4.42352], [0.02888, -0.61600, -4.25963], [1.41845, 1.35240, -2.68869], [1.56520, 1.87993, -0.20475], [1.29569, 3.48909, 1.53024], [1.48460, 3.65166, 0.23144], [0.39808, 2.79530, 1.82793], [2.15285, 3.01369, 2.10171], [1.08643, 4.41133, 2.11870]], "atomic_forces_ev_per_a": [[0.2, 0.1, 0.2], [-0.3, -0.2, -0.2], [0.3, -0.2, -0.1], [-0.8, 0.3, -0.1], [0.5, 0.7, 0.6], [-0.1, -0.2, -0.3], [0.4, -0.7, -0.3], [0.0, -0.1, -0.1], [0.2, 0.2, 0.0], [-0.1, 0.1, 0.1], [0.1, 0.0, 0.2], [-0.1, 0.1, 0.0], [-0.1, -0.2, -0.1], [-0.3, -0.2, 0.4], [0.0, 0.0, -0.1], [0.0, 0.0, 0.0], [-0.1, 0.0, 0.0], [0.1, 0.1, 0.0], [0.1, 0.1, 0.0], [-0.1, 0.0, 0.1], [0.2, 0.0, 0.0], [-0.1, 0.1, 0.0], [0.0, 0.1, -0.2], [-0.2, 0.0, 0.3], [0.0, -0.1, 0.0], [0.0, 0.0, -0.1], [0.1, 0.0, -0.1], [0.1, 0.0, 0.0], [0.0, 0.0, 0.0], [0.0, 0.1, 0.0], [0.3, 0.3, -0.7], [0.3, 0.2, 0.2], [-0.2, -0.3, 0.3], [0.0, -0.1, 0.1], [-0.1, 0.0, -0.1], [-0.2, -0.1, -0.1]], "homo_ev": -6.54, "energy_ev": -29741.3936, "gap_ev": 6.34}

***

(2)
{"formula": "C12H21Br18FIP2", "method": "ωB97M-V/def2-TZVPD", "symbols": ["C", "C", "C", "C", "P", "F", "I", "P", "C", "C", "H", "H", "H", "H", "H", "H", "H", "H", "H", "H", "H", "H", "H", "H", "H", "C", "Br", "Br", "Br", "H", "C", "Br", "Br", "Br", "H", "C", "Br", "Br", "Br", "H", "C", "Br", "Br", "Br", "H", "C", "Br", "Br", "Br", "H", "C", "Br", "Br", "Br", "H"], "positions_angstrom": [[4.71446, -1.75974, 1.05854], [4.32248, -0.38340, 1.61792], [2.94142, 0.11921, 1.11912], [3.03748, 1.43106, 0.33632], [1.68101, 0.19574, 2.43169], [2.39339, -0.31698, 3.74630], [0.95654, 2.36998, 2.94122], [-0.08770, -1.00854, 2.34092], [0.50391, -2.44032, 1.38324], [-1.16794, -0.02011, 1.24922], [3.98777, -2.12927, 0.33729], [4.80942, -2.50724, 1.84085], [5.67129, -1.70776, 0.54704], [5.05178, 0.36659, 1.31911], [4.36575, -0.41124, 2.70060], [2.52596, -0.63049, 0.43996], [3.42750, 2.23562, 0.95591], [3.74094, 1.26899, -0.47765], [2.08589, 1.73965, -0.09149], [1.18541, -3.01583, 2.00631], [0.98155, -2.21562, 0.43195], [-0.37050, -3.06428, 1.19970], [-0.81590, 0.99985, 1.10642], [-2.13930, 0.03825, 1.73053], [-1.28209, -0.49321, 0.27529], [-2.75295, 3.81902, -0.06268], [-1.07593, 3.14991, -0.74943], [-4.13293, 3.58640, -1.36547], [-3.23257, 3.01075, 1.61977], [-2.61810, 4.87493, 0.12064], [-7.71816, 3.20740, -3.40820], [-6.08273, 2.51836, -4.15655], [-9.23675, 2.74319, -4.48124], [-7.93632, 2.64834, -1.58158], [-7.63802, 4.28442, -3.40558], [-2.04002, 1.22887, -5.17185], [-2.62711, 3.05149, -5.28721], [-1.84602, 0.67660, -3.33825], [-3.21777, 0.05175, -6.13136], [-1.06607, 1.16784, -5.63457], [-2.46545, -3.26364, -4.33270], [-1.66832, -4.25120, -5.76888], [-4.17339, -3.97367, -3.83057], [-1.27785, -3.15885, -2.81853], [-2.62130, -2.25093, -4.67787], [2.48660, 3.73701, 6.55841], [3.84240, 4.96199, 5.96801], [3.05119, 2.72091, 8.08363], [0.81350, 4.63065, 6.87772], [2.32379, 3.03555, 5.75401], [2.16510, -6.26829, -0.26534], [1.17750, -6.37946, 1.38082], [1.07258, -6.67328, -1.78110], [3.01875, -4.54428, -0.44210], [2.95585, -7.00272, -0.21822]], "atomic_forces_ev_per_a": [[0.1, 0.1, 0.0], [0.0, 0.0, 0.0], [0.2, 0.1, -0.1], [0.1, 0.0, 0.0], [0.5, 0.0, 0.4], [-0.3, 0.1, -0.5], [0.1, 0.2, 0.1], [-0.5, -0.3, 0.7], [0.1, 0.0, -0.1], [0.0, 0.0, -0.3], [0.0, 0.1, 0.0], [-0.1, -0.1, 0.1], [0.1, 0.0, 0.0], [0.0, 0.1, -0.1], [0.0, 0.0, 0.1], [-0.1, -0.1, 0.0], [0.0, 0.1, 0.1], [0.0, 0.0, -0.1], [-0.1, 0.0, 0.0], [0.1, -0.1, 0.0], [-0.1, 0.0, -0.1], [0.0, -0.1, 0.0], [-0.1, -0.1, -0.1], [-0.1, 0.0, 0.0], [0.0, 0.0, -0.1], [-0.1, 0.0, -0.1], [0.1, 0.1, 0.1], [0.0, 0.0, 0.0], [0.1, 0.0, 0.0], [0.0, 0.0, 0.0], [-0.1, 0.0, 0.0], [0.0, 0.0, 0.0], [0.0, 0.0, 0.0], [0.0, 0.0, 0.0], [0.0, 0.0, 0.0], [0.0, 0.0, 0.0], [0.0, 0.0, 0.0], [0.0, -0.1, 0.0], [0.0, 0.0, 0.0], [0.0, 0.0, 0.0], [0.0, 0.0, 0.0], [0.0, 0.0, 0.0], [0.0, 0.0, 0.0], [0.1, -0.1, 0.1], [0.0, 0.0, 0.0], [0.0, 0.0, 0.0], [0.0, 0.0, 0.0], [0.0, 0.0, 0.0], [0.0, 0.0, -0.1], [0.0, 0.0, 0.0], [0.0, 0.0, 0.0], [0.0, 0.0, 0.0], [0.0, 0.0, 0.0], [0.0, -0.1, -0.1], [0.0, 0.0, 0.0]], "charge": 1, "homo_ev": -11.77, "energy_ev": -1302938.1361, "gap_ev": 8.00}

***

(3)
{"formula": "C12H21Cl2FeO3PTl", "method": "ωB97M-V/def2-TZVPD", "symbols": ["Tl", "Fe", "Cl", "Cl", "C", "C", "C", "O", "O", "O", "C", "C", "C", "P", "C", "C", "C", "C", "C", "C", "H", "H", "H", "H", "H", "H", "H", "H", "H", "H", "H", "H", "H", "H", "H", "H", "H", "H", "H", "H", "H"], "positions_angstrom": [[-2.21024, 3.19241, -4.02882], [-1.22938, -1.33721, -1.55961], [-1.57431, 3.39416, -1.55183], [-2.30992, -2.00236, -3.25638], [-2.51640, -0.66612, -0.44828], [-3.77341, 4.54470, -1.88992], [-4.59330, 1.87353, -4.23051], [-3.46418, -0.92143, 0.26132], [-4.15907, 5.02859, -0.92736], [-5.46648, 1.21064, -4.55550], [-0.51836, 2.01267, 1.25098], [0.71589, 1.22324, 0.80207], [1.68859, 1.15537, 1.99676], [0.23352, -0.42362, -0.01773], [1.64652, -0.67474, -1.20037], [3.05562, -0.56539, -0.60836], [1.38249, -1.99659, -1.94216], [0.10392, -1.73511, 1.34051], [1.44581, -2.31385, 1.77220], [-0.73196, -1.24112, 2.52556], [-1.15326, 1.44635, 1.94747], [-1.12820, 2.26927, 0.38507], [-0.20544, 2.97532, 1.69333], [1.20522, 1.77703, -0.02603], [1.30873, 0.51807, 2.80988], [2.69614, 0.77608, 1.73928], [1.81741, 2.19057, 2.38879], [1.47954, 0.19222, -1.87976], [3.16662, -1.26666, 0.22347], [3.77366, -0.82856, -1.39224], [3.28126, 0.44387, -0.23651], [0.29957, -2.10026, -2.17473], [1.97410, -1.95392, -2.87748], [1.74932, -2.83825, -1.33832], [-0.47050, -2.53654, 0.83575], [2.15993, -1.51285, 2.04303], [1.27506, -2.96470, 2.65034], [1.89868, -2.94487, 0.99252], [-1.75690, -0.98876, 2.22490], [-0.81793, -2.06651, 3.26034], [-0.27838, -0.34468, 2.99835]], "atomic_forces_ev_per_a": [[-0.6, 0.1, -0.9], [0.5, -0.8, -2.0], [-0.3, 0.2, 0.2], [0.3, 0.4, 0.7], [-8.5, -2.5, 6.1], [-0.9, 1.7, 3.7], [-2.8, -2.3, -1.4], [6.9, 2.6, -5.1], [0.9, -1.5, -3.3], [3.0, 2.4, 1.2], [0.4, 0.1, 0.5], [-0.9, 0.9, -0.6], [0.7, -0.6, 0.4], [3.4, 0.5, 3.0], [-0.7, 0.4, -0.3], [-0.3, 0.0, 0.5], [1.5, 0.8, 0.2], [-0.9, -0.4, -0.6], [0.9, 0.0, -0.2], [-0.3, 0.5, 0.1], [0.1, 0.4, -0.1], [-0.5, 0.0, -0.4], [-0.2, -0.5, 0.0], [-0.1, -0.3, 0.3], [0.2, 0.5, -0.3], [-0.6, 0.3, 0.0], [-0.2, -0.7, -0.3], [0.2, -0.4, 0.0], [0.2, 0.1, -0.3], [-0.1, 0.1, 0.0], [0.0, -0.3, -0.3], [0.2, -0.8, -0.7], [-0.8, -0.4, 0.2], [-0.6, 0.0, -0.3], [0.1, -0.1, 0.2], [-0.4, -0.6, 0.1], [0.0, 0.4, -0.4], [-0.1, 0.2, 0.3], [0.2, 0.0, 0.2], [0.2, 0.5, -0.3], [-0.4, -0.9, -0.1]], "s_squared": 9.03, "charge": 4, "homo_ev": [-22.86, -22.89], "energy_ev": -92288.3329, "multiplicity": 6, "gap_ev": [6.73, 3.58]}

***

(4)
{"formula": "C12H21F3O5S", "method": "ωB97M-V/def2-TZVPD", "symbols": ["C", "C", "C", "C", "C", "C", "C", "C", "C", "C", "O", "C", "F", "F", "F", "C", "O", "S", "O", "O", "O", "H", "H", "H", "H", "H", "H", "H", "H", "H", "H", "H", "H", "H", "H", "H", "H", "H", "H", "H", "H", "H"], "positions_angstrom": [[-5.59865, 2.20959, -0.21687], [-4.28360, 1.81615, -0.89449], [-3.71583, 0.49364, -0.37084], [-2.94034, -0.25284, -1.49219], [-1.67315, -0.89182, -0.94793], [-0.48331, 0.09033, -0.87013], [0.83371, -0.71504, -0.88335], [1.96022, -0.13186, -0.03019], [3.09635, -1.17879, 0.08546], [2.92185, -2.18702, 1.23445], [1.71971, -2.01504, 1.95612], [4.12503, -2.22924, 2.20336], [3.75294, -2.45975, 3.43650], [4.90461, -3.24998, 1.86570], [4.83804, -1.13994, 2.21823], [2.56345, 0.95691, -0.92718], [3.36197, 1.75847, -0.04988], [2.69951, 1.78869, 1.38870], [3.51240, 1.30422, 2.42180], [2.11228, 3.02642, 1.63628], [1.61600, 0.60796, 1.11098], [-5.78112, 3.27176, -0.33377], [-6.42376, 1.59785, -0.55853], [-5.48813, 2.02946, 0.85120], [-3.54727, 2.59664, -0.72169], [-4.45710, 1.73894, -1.96370], [-4.50071, -0.15385, 0.00906], [-3.00988, 0.65044, 0.43884], [-2.76356, 0.36389, -2.36576], [-3.57232, -1.07405, -1.82295], [-1.35011, -1.69803, -1.59952], [-1.80481, -1.29348, 0.05256], [-0.56533, 0.76609, -0.02636], [-0.53835, 0.68234, -1.77997], [0.61038, -1.74333, -0.63355], [1.19987, -0.71019, -1.90355], [3.07179, -1.73750, -0.83937], [4.05264, -0.66538, 0.09451], [2.86733, -3.17918, 0.81349], [1.82454, -1.23225, 2.51810], [1.75999, 1.58814, -1.31038], [3.09273, 0.60063, -1.79319]], "atomic_forces_ev_per_a": [[0.8, 0.0, 0.5], [-0.5, -0.2, 0.5], [0.5, 0.1, -1.2], [-0.6, -0.9, 1.2], [0.8, 0.8, -0.3], [-0.2, -0.7, -0.6], [-1.1, 0.7, 1.0], [1.5, -0.5, -3.0], [-0.4, 0.1, 0.8], [-0.2, 0.3, 0.3], [0.2, 0.2, 0.0], [-1.0, -0.7, -0.8], [-0.7, -0.2, 1.6], [1.1, -0.7, -0.6], [1.1, 1.3, -0.2], [-1.2, 0.7, 0.1], [0.5, -0.1, 0.2], [-0.3, -1.3, 0.1], [1.6, -0.9, 0.5], [-1.5, 1.7, -0.5], [-0.3, 0.5, 0.6], [-0.4, 0.1, -0.2], [-0.3, 0.0, -0.2], [-0.1, 0.0, 0.2], [0.1, 0.2, -0.2], [0.1, 0.0, -0.2], [-0.2, -0.1, 0.1], [-0.1, 0.3, 0.3], [0.3, 0.3, 0.0], [-0.2, 0.0, -0.3], [-0.1, -0.3, -0.1], [-0.3, -0.3, 0.1], [0.0, 0.0, 0.2], [0.1, 0.4, 0.0], [0.1, -0.3, 0.3], [0.2, -0.2, -0.2], [0.0, 0.0, -0.3], [0.2, 0.0, 0.3], [-0.1, -0.3, 0.0], [-0.2, -0.1, -0.1], [-0.1, 0.1, 0.0], [0.8, -0.2, 0.1]], "homo_ev": -10.93, "energy_ev": -42008.8288, "smiles": "CCCCCCC[C@@]1(C[C@H](O)C(F)(F)F)COS(=O)(=O)O1", "gap_ev": 11.35}